11
Properties=species:S:1:pos:R:3:mulliken_spin:R:1 method="wB97M-V/def2-TZVPD" orbital_gap_ev="7.1 / 9.8" total_energy_ha=-495.66278 homo_energy_ev="-16.5 / -19.7" multiplicity=2 charge=+2 relative_energy_ev=0.448 s_squared=0.75
H -1.83 0.58 -1.34 0.031
C -1.01 0.34 -0.34 0.756
C -0.58 -1.05 0.01 -0.071
O 0.84 -0.91 0.17 0.010
C 1.20 0.32 -0.05 0.009
O 0.11 1.09 -0.35 0.079
O 2.31 0.78 0.02 0.012
Li 4.06 0.27 0.40 0.000
H -0.79 -1.76 -0.80 0.036
H -1.01 -1.44 0.95 0.041
Ag -3.29 1.78 1.32 0.098